1.
9
Properties=species:S:1:pos:R:3:forces:R:3 method="wB97M-V/def2-TZVPD" e_lumo_ev=-1.82 homo_ev=-6.58 de_lowest_kcal_mol=14.4 gap_ev=4.8
O 0.11414 0.81101 -0.35631 0.5778 0.6128 0.1338
C 1.23143 0.20588 0.09245 1.1924 -0.9760 0.4750
C -1.21619 0.44150 0.12703 -0.8075 -0.4421 -0.2177
O 2.29814 0.71664 -0.34234 0.3484 -0.0866 0.0569
C -1.56622 -0.82292 -0.15564 -0.0275 0.3610 0.1914
Ag 3.63021 -1.05991 0.69778 -1.5976 0.9935 -0.5126
H -2.59045 -1.14227 0.05550 0.3783 0.0474 0.0962
H -0.88438 -1.56338 -0.59454 -0.2399 0.3446 0.0494
Li -1.01668 2.41345 0.47607 0.1755 -0.8545 -0.2722



2.
17
Properties=species:S:1:pos:R:3:forces:R:3 method="wB97M-V/def2-TZVPD" e_lumo_ev=4.19 homo_ev=-2.67 charge=-1 de_lowest_kcal_mol=3.5 gap_ev=6.9
C -0.72717 1.18250 2.45488 0.8132 -0.7771 1.0310
N -0.21712 -0.14429 2.89918 0.4615 0.4026 -0.0170
H -0.08315 1.69331 1.72778 -0.0520 0.0531 0.1075
H -0.86193 1.79044 3.36968 0.0927 0.0498 -0.5257
H -1.68920 1.03514 2.00942 -0.5767 -0.0448 -0.3239
H -0.19794 -0.79178 2.08549 0.3319 0.7434 0.6497
H 0.75645 -0.03048 3.25216 -1.0445 -0.2623 -0.6249
C -0.05990 -0.23985 -2.35693 0.2127 0.0788 -1.1426
C 0.51406 -1.48887 -1.69106 0.5807 -0.0327 -0.2745
S -0.06570 -1.58049 -0.00463 -0.2142 -0.5370 0.6381
N 0.26867 0.99285 -1.62883 0.5277 0.4818 -0.4953
H -1.17864 -0.34693 -2.42521 1.0052 0.1506 0.1653
H 0.33233 -0.15273 -3.42890 -0.4502 0.0337 1.1647
H 1.63651 -1.50497 -1.71994 -0.7087 0.3091 -0.1086
H 0.20138 -2.37306 -2.24336 -0.1215 -0.1476 -0.2011
H 1.28943 1.15176 -1.65239 -0.6669 -0.2720 -0.1594
H 0.08191 0.80746 -0.64734 -0.1911 -0.2293 0.1166



3.
23
Properties=species:S:1:pos:R:3:forces:R:3 method="wB97M-V/def2-TZVPD" multiplicity=2 e_lumo_ev="0.75 / -1.05" s2=0.754 homo_ev="-8.48 / -8.47" de_lowest_kcal_mol=22.7 gap_ev="9.2 / 7.4"
C 1.39463 -1.13057 -0.81584 0.3928 0.3566 1.3961
N -0.93571 1.21417 -0.88498 -0.0878 0.6474 -0.2892
C -0.63297 2.62190 -0.71987 -0.4898 0.6034 -1.1228
C -0.92951 3.03601 0.71927 1.6641 -0.4613 0.8202
S 0.58216 2.50880 1.65887 0.0064 -0.0084 0.1319
C 0.29327 -2.10229 -0.40141 -0.7564 0.3874 -0.6658
N -0.66487 -1.35215 0.47233 1.0281 -0.6870 -0.3908
C 0.78441 -3.33668 0.32776 0.1851 0.0433 0.9615
H 2.34891 -1.58928 -1.07394 -0.2591 -0.2102 -0.6320
H 1.65503 -0.56578 0.08990 -0.0939 -0.0102 0.0739
H 1.05455 -0.35500 -1.49909 0.0894 -0.3530 -0.3819
H 0.39624 2.85772 -1.03158 0.0432 -0.3927 0.5901
H -1.21683 3.22798 -1.42903 -0.2317 0.0274 0.3315
H -0.96533 4.11067 0.87348 -0.5737 -0.0525 -0.3267
H -1.74168 2.45835 1.14951 -0.3870 0.4020 -0.2000
H 0.27111 3.00617 2.87069 -0.1165 -0.0269 -0.2083
H -0.23898 -2.41815 -1.31210 0.1183 -0.1085 -0.0448
H -1.84425 1.19954 -1.35703 0.0100 -0.2547 0.0155
H -0.89780 -0.46296 0.01165 -0.1367 -0.7803 0.4164
H -1.44633 -1.97461 0.63058 -0.3703 0.4425 -0.0219
H -0.03932 -3.91073 0.76999 -0.0516 0.2213 -0.1122
H 1.38797 -2.97266 1.16484 0.0330 -0.1905 0.0964
H 1.38530 -4.07046 -0.21400 -0.0160 0.4050 -0.4371